Below is a 12-piece molecular cluster, C38H107N7O17 overall, with properties calculated with ωB97M-V/def2-TZVPD.

Structure (XYZ):
```
169
Properties=species:S:1:pos:R:3:forces:R:3:mulliken_spin:R:1
C 34.3356 3.0429 1.5226 0.84 1.09 1.16 -0.093
C 33.0015 2.5081 2.1114 0.90 0.81 -0.81 0.099
O 32.7243 1.2547 1.6004 -0.26 -1.30 -0.50 -0.092
O 35.5567 2.8093 2.2554 -0.74 -0.80 0.97 0.000
H 34.1974 4.1237 1.5514 0.05 0.29 -0.56 -0.024
H 34.5332 2.6908 0.5102 -0.79 0.01 0.00 0.050
H 32.2941 3.2313 1.7055 -0.42 -0.21 0.10 0.017
H 32.8516 2.4199 3.1875 0.68 0.84 0.32 0.015
H 33.4711 0.7580 1.9427 -0.07 -0.91 0.01 0.026
H 36.3217 3.0152 1.7132 -0.18 0.03 -0.50 0.015
C 32.0211 -2.3779 2.0070 -1.78 0.93 0.32 0.131
C 30.9874 -2.2306 0.8836 1.58 -1.01 -0.33 0.188
O 29.6778 -2.3444 1.3379 -0.71 0.11 0.68 -0.340
O 31.9086 -3.5660 2.8241 0.85 0.21 -0.84 -0.126
H 31.8500 -1.4917 2.6181 0.13 -0.04 0.38 0.057
H 33.0248 -2.2340 1.6073 -0.02 -0.63 0.05 -0.023
H 31.1526 -3.0166 0.1467 0.26 -0.04 -0.27 0.173
H 31.1936 -1.2661 0.4196 -0.03 0.21 -0.11 0.053
H 29.1447 -2.5445 0.5650 -0.24 0.03 0.08 0.031
H 31.1022 -3.5688 3.3450 -0.17 0.31 -0.22 0.048
C 37.4958 2.3852 -2.1189 -0.14 0.38 1.78 0.392
C 37.7908 3.7236 -1.3246 -0.19 0.05 -4.31 0.041
O 37.3823 3.7106 -0.0281 -0.34 -0.44 2.31 -0.093
O 37.4827 2.5121 -3.5086 0.87 1.33 -0.09 -0.436
H 36.4969 2.0690 -1.8183 -0.08 -0.18 0.51 0.131
H 38.2257 1.6874 -1.7086 0.06 -0.54 -0.40 0.136
H 37.2280 4.4975 -1.8464 -0.11 0.23 -0.42 0.021
H 38.8289 4.0506 -1.3844 0.36 -0.45 -0.26 -0.019
H 37.8366 4.4844 0.3132 -0.31 -0.01 0.73 0.021
H 37.2641 1.6919 -3.9569 -0.16 -0.40 0.22 0.121
C 35.2752 -1.6870 3.7773 -0.21 1.05 1.39 -0.038
C 34.9373 -3.0095 4.4576 -0.66 -0.49 -1.24 0.037
O 34.6311 -3.9418 3.4392 0.88 -1.13 -0.28 -0.025
O 34.1229 -0.8498 3.4934 0.66 -0.70 -0.21 -0.138
H 35.8176 -1.8225 2.8417 -0.21 -0.24 0.08 0.091
H 35.9218 -1.1274 4.4532 0.28 0.22 0.02 0.009
H 34.0733 -3.0065 5.1221 -0.13 0.80 0.24 -0.005
H 35.7355 -3.4418 5.0610 0.42 0.29 -0.26 0.029
H 33.7273 -3.8483 3.1291 -0.64 0.09 0.19 0.036
H 33.6634 -0.7057 4.3239 -0.07 0.07 0.10 0.046
C 37.4799 -5.8656 4.1567 -0.02 -0.86 0.07 0.015
C 38.3117 -7.1792 4.3073 0.01 0.44 -1.60 -0.002
O 38.5955 -7.4993 5.6377 -0.15 0.15 0.60 -0.004
O 37.1910 -5.5374 2.8043 0.68 -0.47 0.18 -0.023
H 38.0271 -5.0637 4.6525 0.17 0.16 -0.02 0.009
H 36.5542 -6.0121 4.7133 -0.21 0.03 0.12 -0.004
H 39.2473 -7.1087 3.7526 0.21 0.40 0.18 0.001
H 37.8436 -8.0453 3.8395 -0.60 0.15 -0.24 0.002
H 37.7754 -7.8853 5.9541 0.10 -0.06 0.50 0.001
H 36.2749 -5.2618 2.7242 -0.30 0.24 0.24 0.010
C 41.0869 -4.7020 -1.2712 0.50 -0.94 -0.24 0.004
C 40.3504 -5.6118 -2.2874 -1.08 0.55 1.00 -0.001
C 39.2800 -6.5138 -1.5411 1.31 -0.69 -0.20 -0.010
O 39.8338 -7.1383 -0.4051 0.11 0.35 0.04 0.000
C 38.8908 -7.8710 0.3342 1.13 -0.29 0.27 0.003
N 39.5677 -4.6919 -3.0858 0.26 -0.08 -0.62 0.011
H 40.3594 -4.4882 -0.4882 0.37 0.17 0.21 0.001
H 41.4672 -3.7759 -1.7023 -0.52 0.03 -0.40 -0.001
H 41.9939 -5.1646 -0.8819 -0.27 -0.34 0.51 0.001
H 40.9885 -6.1851 -2.9598 0.23 -0.22 0.40 -0.001
H 38.9205 -7.3125 -2.1899 0.04 -0.13 -0.63 0.003
H 38.3694 -5.9936 -1.2440 0.15 0.76 0.01 -0.003
H 38.5437 -8.7422 -0.2212 -0.30 -0.10 -0.20 -0.001
H 38.0545 -7.2808 0.7088 -0.09 0.20 -0.04 0.002
H 39.5072 -8.2305 1.1582 -0.47 -0.19 0.36 -0.001
H 38.8718 -4.3970 -2.4158 -0.49 0.79 -0.40 0.017
H 39.0468 -5.2333 -3.7608 -0.25 -0.07 -0.28 0.002
C 43.6051 -5.1541 5.0864 -0.41 -0.71 -0.41 0.000
C 43.2448 -3.7701 5.5696 0.50 1.52 -1.26 -0.001
C 41.9202 -3.2290 4.9944 -0.32 0.34 -1.58 0.006
O 42.0262 -3.1304 3.5444 0.01 -0.13 -0.31 -0.002
C 40.8120 -2.8690 2.7548 0.56 -1.46 2.01 -0.019
N 43.3169 -3.6564 7.0113 -0.18 -0.79 0.31 0.000
H 43.9541 -5.1204 4.0544 -0.44 0.02 -0.11 0.000
H 42.7338 -5.8038 5.1691 -0.13 -0.21 -0.23 0.000
H 44.4096 -5.6801 5.6006 0.10 0.52 0.55 0.000
H 44.0048 -3.1373 5.1114 0.18 0.42 0.20 0.000
H 41.6526 -2.2103 5.2750 0.50 0.24 0.82 0.002
H 41.0926 -3.8313 5.3691 -0.33 -0.58 -0.42 0.002
H 40.9971 -2.9380 1.6828 0.45 0.22 0.27 0.001
H 40.3172 -1.9423 3.0455 0.11 0.17 -0.11 0.007
H 40.1862 -3.7189 3.0274 -0.68 0.14 -0.30 0.000
H 42.5846 -3.0834 7.4059 -0.09 0.33 -0.12 0.000
H 43.1017 -4.5938 7.3196 0.06 -0.13 0.67 0.000
C 41.8586 0.6883 -1.4697 -1.04 -1.59 0.79 0.019
C 41.6961 1.0836 0.0348 0.28 -0.55 -2.46 -0.019
C 41.1168 -0.0167 0.9670 -1.29 0.88 -0.73 0.007
O 39.7369 -0.2995 0.6888 0.78 -0.85 -0.59 -0.011
C 38.7934 0.6926 1.0230 0.78 0.22 0.40 -0.075
N 43.0160 1.4621 0.4172 0.77 0.85 1.62 -0.001
H 40.8803 0.3543 -1.8154 -0.07 0.07 -0.35 0.002
H 42.4907 -0.1974 -1.5345 0.27 -0.05 -0.11 0.004
H 42.2508 1.4564 -2.1363 -0.06 0.20 0.49 -0.009
H 41.1063 1.9833 -0.1409 -0.37 0.12 1.22 0.025
H 41.2086 0.2035 2.0305 0.12 0.76 0.25 -0.001
H 41.7069 -0.9295 0.8858 -0.21 -0.18 -0.59 -0.001
H 39.1494 1.6868 0.7527 -0.13 0.14 -0.23 0.019
H 38.6745 0.7030 2.1064 -0.42 0.00 0.24 -0.019
H 37.8569 0.4825 0.5064 0.08 -0.09 0.11 0.041
H 42.9245 1.8332 1.3521 0.32 0.57 0.37 0.001
H 43.5859 0.6474 0.5948 0.19 -0.45 -0.43 -0.001
C 37.9389 -3.1121 0.4630 -0.86 0.00 -0.57 -0.018
C 36.7416 -3.6736 -0.3931 0.94 2.88 0.44 0.202
C 35.4514 -2.7317 -0.3072 0.89 -1.15 -0.25 -0.264
O 35.4760 -1.4592 -0.9968 1.50 -0.96 1.49 -0.257
C 34.5696 -0.5373 -0.4281 -1.17 -0.23 -1.46 -0.406
N 37.1462 -3.8310 -1.7989 -1.32 -0.20 0.68 -0.123
H 37.5416 -2.6366 1.3597 0.07 -0.44 0.41 -0.006
H 38.5020 -2.2993 0.0042 -0.19 -0.09 -0.57 -0.006
H 38.6578 -3.9007 0.6853 -0.20 -0.03 0.28 -0.007
H 36.4592 -4.6518 -0.0039 -0.17 0.06 0.15 0.014
H 35.2643 -2.6600 0.7642 -0.42 0.45 0.05 -0.102
H 34.7043 -3.3609 -0.7909 -0.68 0.15 0.12 0.147
H 34.5448 0.3399 -1.0747 0.45 0.20 0.12 0.423
H 34.6456 -0.2321 0.6155 0.67 -0.41 0.10 -0.061
H 33.5857 -0.9653 -0.6201 -0.53 0.05 0.60 0.014
H 36.3469 -4.3615 -2.1150 -0.01 -0.70 -0.92 0.034
H 36.9196 -2.9463 -2.2302 0.53 0.64 -0.29 0.007
C 30.4729 6.8059 -3.2109 -0.10 -0.95 0.90 0.012
C 31.8962 6.4261 -2.7687 -1.19 0.88 0.21 -0.116
C 32.0998 4.9568 -2.4827 0.76 -1.21 -0.07 0.389
O 33.3458 4.8672 -1.8100 0.29 -0.17 0.38 -0.046
C 33.9514 3.5795 -1.8877 -0.32 0.63 -1.11 -0.072
N 32.7361 6.9599 -3.8597 -0.13 -1.03 0.79 0.019
H 30.3773 7.8831 -3.3479 0.00 -0.20 -0.19 0.010
H 29.7036 6.4379 -2.5321 0.05 0.28 0.45 -0.004
H 30.2353 6.2287 -4.1045 0.14 0.38 -0.51 -0.012
H 32.2082 6.9073 -1.8417 -0.28 0.37 0.06 -0.011
H 32.1297 4.3493 -3.3872 0.29 0.18 -0.74 -0.057
H 31.4037 4.3501 -1.9035 -0.86 0.81 0.47 0.126
H 33.9995 3.3436 -2.9508 0.71 -0.17 -0.24 -0.180
H 33.3648 2.7417 -1.5107 -0.26 0.18 0.77 0.050
H 34.9348 3.6724 -1.4268 -0.16 -0.22 -0.09 0.071
H 33.6231 6.5049 -3.6974 0.67 0.14 -0.28 0.014
H 32.3211 6.4499 -4.6264 0.38 0.16 -0.90 -0.023
C 36.8061 -8.9897 -4.3758 1.00 -1.67 1.40 0.000
C 36.2171 -7.7658 -3.8259 -0.92 0.59 -1.24 -0.010
C 36.3213 -6.6985 -4.9311 -0.78 1.09 1.89 -0.057
O 37.6524 -6.3129 -5.1618 0.84 0.50 -1.04 -0.043
C 37.8206 -5.2189 -6.0990 -0.58 -0.57 -0.78 0.109
N 34.8132 -7.9714 -3.3628 1.06 0.81 0.20 0.029
H 36.9058 -9.5861 -3.4688 0.07 -0.92 -0.28 0.001
H 37.8326 -8.7801 -4.6765 -0.13 -0.12 -0.51 0.002
H 36.2132 -9.5416 -5.1051 0.07 0.28 -0.16 -0.003
H 36.7860 -7.5035 -2.9340 0.00 0.42 -0.11 0.017
H 35.7912 -5.8488 -4.5010 -0.29 0.59 -0.32 0.014
H 35.7239 -7.0620 -5.7673 0.40 0.02 -0.66 -0.012
H 37.4512 -5.4928 -7.0873 -0.75 -0.27 -0.02 0.016
H 38.8402 -4.9784 -6.4001 0.45 -0.39 1.21 -0.012
H 37.3253 -4.2912 -5.8124 -0.09 -0.11 0.42 -0.006
H 34.6071 -7.0569 -2.9871 -0.59 0.11 0.54 -0.002
H 34.1308 -8.0638 -4.1016 0.20 -0.28 -0.57 -0.015
C 32.2445 -3.8642 -6.6045 1.24 0.34 -0.32 -0.037
C 33.1614 -2.6246 -6.5206 0.44 1.60 2.01 0.368
C 34.3174 -2.6843 -5.4674 -2.12 -1.39 0.60 0.037
O 33.6734 -2.8894 -4.1485 0.99 0.28 -1.15 -0.462
C 33.2926 -1.6822 -3.5049 0.66 0.25 -0.05 0.822
N 33.7169 -2.1723 -7.7861 -0.41 -0.96 -0.65 -0.167
H 32.8762 -4.6517 -7.0154 -0.28 -0.32 -0.26 0.048
H 31.3983 -3.6577 -7.2598 0.08 -0.05 -0.19 -0.053
H 31.8375 -4.2275 -5.6608 0.27 0.43 0.18 -0.010
H 32.5893 -1.7942 -6.1068 -0.67 0.00 0.06 0.298
H 34.9668 -1.8094 -5.4398 -0.17 0.20 -0.16 -0.139
H 34.9040 -3.5705 -5.7098 0.26 -0.10 0.43 0.125
H 32.5865 -1.0525 -4.0461 -0.65 -0.45 -0.08 -0.349
H 34.1215 -0.9857 -3.3787 0.62 -0.15 0.06 0.124
H 32.9659 -1.9450 -2.4988 -0.39 -0.02 -0.18 0.137
H 34.2268 -1.3084 -7.6689 0.10 0.14 0.23 -0.107
H 32.9084 -1.9385 -8.3445 0.06 0.10 -0.55 0.004
```
Positions in Å, forces in eV/Å.

As for the orbital gap (alpha / beta): 1.49 / 8.38 eV. Its spin multiplicity is 2. The calculation puts the total energy at -86368.607 eV. As for the charge: -1.

Below is one molecule with the formula C4H6O2, with properties calculated with ωB97M-V/def2-TZVPD.

Structure (XYZ):
```
12
Properties=species:S:1:pos:R:3:forces:R:3:nbo_charge:R:1
C 1.2892 0.2225 -0.7247 -0.81 -0.45 -0.55 -0.805
C 0.5185 0.9034 0.3508 -1.19 -0.60 0.59 0.635
O 0.4065 2.0639 0.6479 0.32 -0.73 -0.18 -0.524
C -0.4815 -0.2593 0.9726 0.74 0.81 -0.17 -0.643
C -1.4467 -0.5281 -0.1371 -0.13 -0.15 -0.72 0.443
O -1.1231 -0.8341 -1.2730 -1.04 -0.40 0.49 -0.528
H 0.3450 -0.3274 -1.2758 2.74 1.43 0.33 0.322
H 1.8236 -0.6495 -0.3331 0.08 0.25 0.11 0.230
H 1.9734 0.8766 -1.2903 -0.60 -0.29 0.10 0.239
H 0.2265 -1.0778 1.1270 -0.38 -0.19 -0.03 0.248
H -1.0174 -0.0469 1.9067 0.38 0.35 -0.35 0.240
H -2.5139 -0.3432 0.0290 -0.10 -0.02 0.39 0.144
```
Positions in Å, forces in eV/Å.

As for the orbital gap: 10.05 eV. The SMILES is CC(=O)CC=O. Its spin multiplicity is 1. The calculation puts the total energy at -8338.659 eV.

Below is C20H18CoIN4 as an isolated structure, with properties calculated with ωB97M-V/def2-TZVPD.

Structure (XYZ):
```
44
Properties=species:S:1:pos:R:3:forces:R:3:mulliken_spin:R:1
Co -0.5599 -0.2860 -0.0871 0.52 -0.25 -0.45 2.852
N 1.6935 -0.4001 -0.0040 -0.08 -0.01 0.05 0.087
C 2.5634 0.7184 -0.2335 -0.07 0.07 -0.02 0.052
C 3.8001 0.4791 -0.7908 0.01 0.03 -0.10 -0.022
C 4.6961 1.5184 -1.0181 0.02 -0.01 0.00 0.143
C 4.3553 2.8252 -0.6755 0.02 -0.02 -0.04 -0.019
C 3.1389 3.0714 -0.0947 -0.06 -0.06 0.02 0.076
C 2.1880 2.0379 0.1502 0.13 0.01 0.04 0.105
C 0.9144 2.4059 0.7096 -0.08 0.00 -0.15 0.098
C 0.8367 3.6220 1.4676 0.04 -0.12 -0.10 0.053
C -0.3651 4.1856 1.7566 -0.15 -0.01 -0.04 0.020
C -1.5405 3.5761 1.2667 0.05 0.08 0.03 0.208
C -1.4836 2.3596 0.5932 0.03 0.01 0.03 -0.055
C -0.2899 1.6751 0.3777 -0.25 0.09 0.41 0.295
H 2.0287 -1.1957 -0.5388 0.03 -0.03 0.03 -0.010
H 1.7497 -0.6883 0.9721 0.02 0.05 0.03 -0.005
H 4.0844 -0.5354 -1.0437 0.01 0.01 0.01 0.003
H 5.6643 1.3038 -1.4510 -0.02 0.00 -0.02 0.003
H 5.0404 3.6378 -0.8715 0.00 0.00 0.01 0.002
H 2.8693 4.0927 0.1275 0.01 0.00 0.02 -0.004
H 1.7440 4.1016 1.8049 0.01 -0.03 0.02 -0.003
H -0.4229 5.1015 2.3281 -0.01 0.00 0.00 0.002
H -2.4999 4.0390 1.4624 0.01 0.00 0.00 0.006
H -2.4246 1.9170 0.2879 0.00 -0.03 0.03 0.003
N -4.6767 -0.8721 -0.2528 -0.04 -0.02 -0.07 0.005
C -4.5324 -0.1887 -1.4371 -0.02 -0.01 0.05 0.001
C -3.1971 -0.0380 -1.6120 0.07 -0.10 0.01 0.018
N -2.5279 -0.6334 -0.5521 -0.03 0.38 -0.07 0.054
C -3.4619 -1.1199 0.2484 0.02 -0.11 -0.05 0.025
H -5.5501 -1.1657 0.1570 0.00 0.01 0.01 0.000
H -5.3714 0.1182 -2.0360 0.00 -0.02 0.01 0.000
H -2.6757 0.4277 -2.4309 0.01 0.04 0.04 -0.001
H -3.2951 -1.6671 1.1616 0.00 0.04 0.02 0.001
I -0.0570 -5.5005 -2.8883 0.00 -0.04 -0.07 0.001
C -0.1626 -4.4969 -1.0832 0.02 -0.01 -0.01 0.001
C -0.2341 -5.1761 0.1261 -0.01 0.00 0.06 -0.001
C -0.3012 -4.4458 1.3032 0.02 -0.05 -0.02 0.003
C -0.2983 -3.0667 1.2355 0.04 0.03 -0.02 -0.005
N -0.2287 -2.4048 0.0708 -0.23 0.01 0.25 0.006
C -0.1633 -3.1122 -1.0649 0.01 0.08 0.05 -0.008
H -0.2365 -6.2577 0.1496 0.00 0.00 0.00 0.000
H -0.3528 -4.9409 2.2629 0.00 0.00 -0.01 0.000
H -0.3465 -2.4687 2.1387 -0.01 0.01 -0.02 0.001
H -0.1114 -2.5529 -1.9926 -0.02 0.01 0.00 0.008
```
Positions in Å, forces in eV/Å.

As for the orbital gap (alpha / beta): 8.34 / 5.24 eV. Its spin multiplicity is 5. The calculation puts the total energy at -72704.583 eV. As for the charge: +2.